240
Properties=species:S:1:pos:R:3 method="wB97M-V/def2-TZVPD" total_charge=0 lumo_energy_ev=0.6275 relative_energy_kj_mol=0.0 gap_ev=9.6 homo_ev=-8.9433
C -8.151 -37.342 9.962
C -9.404 -36.741 10.265
C -10.062 -35.974 9.307
C -9.424 -35.774 8.080
C -8.235 -36.359 7.755
C -7.558 -37.182 8.692
H -7.651 -37.885 10.749
H -9.914 -37.037 11.238
H -11.089 -35.693 9.457
H -9.918 -35.250 7.229
H -7.851 -36.173 6.723
H -6.622 -37.636 8.380
C -6.535 -23.432 14.342
C -5.461 -24.260 14.013
C -4.293 -23.646 13.525
C -4.242 -22.292 13.297
C -5.315 -21.515 13.661
C -6.481 -22.037 14.214
H -7.501 -23.804 14.743
H -5.481 -25.305 14.179
H -3.469 -24.316 13.293
H -3.340 -21.817 12.892
H -5.274 -20.480 13.479
H -7.337 -21.316 14.416
C -4.562 -37.138 10.861
C -3.656 -36.209 10.426
C -2.334 -36.601 10.226
C -1.896 -37.908 10.463
C -2.801 -38.831 10.965
C -4.156 -38.423 11.157
H -5.604 -36.820 10.895
H -3.994 -35.162 10.439
H -1.657 -35.842 9.874
H -0.890 -38.117 10.250
H -2.438 -39.863 11.107
H -4.892 -39.143 11.471
C -2.031 -33.893 12.590
C -1.621 -32.632 12.152
C -0.345 -32.414 11.627
C 0.552 -33.502 11.600
C 0.196 -34.707 12.231
C -1.149 -34.912 12.658
H -3.084 -34.084 12.948
H -2.386 -31.822 12.114
H -0.026 -31.429 11.315
H 1.549 -33.361 11.228
H 0.890 -35.559 12.180
H -1.440 -35.935 12.925
C -6.229 -27.845 17.830
C -7.339 -28.634 17.487
C -8.469 -28.024 16.985
C -8.571 -26.621 16.906
C -7.491 -25.847 17.225
C -6.359 -26.464 17.699
H -5.359 -28.304 18.301
H -7.308 -29.721 17.593
H -9.297 -28.626 16.735
H -9.505 -26.175 16.647
H -7.664 -24.796 17.175
H -5.554 -25.859 17.955
C -6.851 -38.620 13.824
C -7.261 -37.318 13.464
C -8.614 -37.001 13.482
C -9.607 -37.848 13.917
C -9.207 -39.095 14.351
C -7.854 -39.511 14.279
H -5.818 -38.955 13.770
H -6.427 -36.676 13.153
H -8.930 -36.032 13.083
H -10.632 -37.454 14.037
H -9.976 -39.838 14.650
H -7.555 -40.537 14.593
C -2.911 -35.125 17.287
C -2.909 -35.079 15.901
C -3.892 -35.825 15.276
C -4.773 -36.618 15.997
C -4.658 -36.783 17.358
C -3.772 -35.994 18.009
H -2.164 -34.678 17.854
H -2.207 -34.505 15.338
H -4.050 -35.716 14.176
H -5.522 -37.185 15.537
H -5.356 -37.443 17.891
H -3.737 -36.077 19.084
C -1.125 -31.481 7.140
C -1.331 -31.872 8.431
C -2.268 -32.829 8.728
C -2.891 -33.579 7.714
C -2.642 -33.184 6.429
C -1.840 -32.080 6.144
H -0.475 -30.685 6.853
H -0.808 -31.375 9.243
H -2.457 -33.155 9.734
H -3.432 -34.473 8.026
H -3.078 -33.768 5.666
H -1.835 -31.725 5.079
C 0.092 -27.886 4.955
C 1.028 -26.992 5.552
C 0.907 -26.617 6.844
C -0.182 -27.135 7.555
C -1.138 -27.985 6.992
C -0.980 -28.384 5.667
H 0.222 -28.248 3.947
H 1.768 -26.583 4.876
H 1.558 -25.852 7.321
H -0.407 -26.764 8.521
H -2.090 -28.216 7.553
H -1.705 -29.088 5.196
C -10.302 -32.054 8.002
C -11.390 -31.181 8.160
C -11.270 -30.114 9.061
C -10.103 -29.955 9.794
C -9.039 -30.847 9.608
C -9.103 -31.913 8.730
H -10.237 -32.778 7.185
H -12.310 -31.284 7.613
H -12.084 -29.401 9.233
H -10.033 -29.135 10.510
H -8.187 -30.736 10.304
H -8.278 -32.553 8.594
C -1.971 -36.633 4.831
C -2.088 -37.058 6.154
C -2.533 -38.385 6.419
C -2.945 -39.161 5.339
C -2.850 -38.727 4.010
C -2.355 -37.427 3.765
H -1.564 -35.686 4.624
H -1.782 -36.461 6.994
H -2.439 -38.764 7.433
H -3.362 -40.128 5.586
H -3.196 -39.312 3.164
H -2.169 -37.020 2.782
C -1.354 -28.390 10.487
C -2.614 -28.655 9.889
C -3.653 -27.798 10.157
C -3.478 -26.762 11.081
C -2.293 -26.538 11.712
C -1.196 -27.396 11.400
H -0.491 -29.045 10.254
H -2.662 -29.395 9.133
H -4.636 -27.887 9.695
H -4.319 -26.082 11.274
H -2.163 -25.763 12.423
H -0.253 -27.269 11.905
C -11.576 -34.779 13.591
C -10.852 -33.756 12.902
C -11.308 -33.363 11.646
C -12.352 -34.089 11.055
C -13.012 -35.089 11.776
C -12.640 -35.418 13.059
H -11.309 -35.012 14.609
H -10.041 -33.232 13.346
H -10.839 -32.536 11.158
H -12.632 -33.893 10.018
H -13.796 -35.665 11.304
H -13.199 -36.140 13.679
C -7.939 -32.249 4.865
C -9.191 -32.144 4.194
C -9.869 -33.262 3.679
C -9.228 -34.536 3.777
C -7.983 -34.652 4.323
C -7.389 -33.560 4.957
H -7.401 -31.428 5.310
H -9.733 -31.185 4.104
H -10.799 -33.137 3.175
H -9.725 -35.393 3.340
H -7.435 -35.633 4.319
H -6.393 -33.733 5.308
C -5.122 -32.428 11.625
C -5.875 -33.265 12.472
C -6.821 -34.176 11.918
C -6.926 -34.240 10.526
C -6.170 -33.436 9.673
C -5.304 -32.547 10.230
H -4.494 -31.673 12.051
H -5.714 -33.287 13.512
H -7.403 -34.848 12.537
H -7.602 -35.004 10.081
H -6.243 -33.456 8.612
H -4.816 -31.876 9.541
C -7.595 -26.242 12.040
C -8.057 -26.811 13.237
C -7.849 -28.220 13.406
C -7.399 -28.955 12.306
C -7.027 -28.349 11.100
C -7.068 -26.988 11.032
H -7.624 -25.139 11.952
H -8.436 -26.272 14.065
H -8.100 -28.664 14.359
H -7.297 -30.012 12.358
H -6.513 -28.948 10.324
H -6.623 -26.435 10.224
C -5.288 -32.857 20.199
C -5.831 -33.490 19.074
C -6.631 -34.595 19.265
C -6.991 -34.995 20.578
C -6.409 -34.431 21.705
C -5.590 -33.328 21.511
H -4.659 -31.982 20.252
H -5.740 -33.195 18.068
H -7.093 -35.079 18.393
H -7.724 -35.816 20.630
H -6.539 -34.809 22.711
H -5.182 -32.888 22.370
C -5.974 -28.812 5.317
C -5.022 -29.719 5.731
C -5.196 -30.375 6.968
C -6.379 -30.187 7.711
C -7.365 -29.416 7.166
C -7.098 -28.604 6.067
H -5.712 -28.247 4.444
H -4.223 -29.892 5.058
H -4.408 -30.942 7.441
H -6.554 -30.695 8.655
H -8.325 -29.416 7.632
H -7.955 -28.034 5.724
C -3.393 -29.325 14.062
C -4.381 -30.186 14.353
C -4.103 -31.294 15.131
C -2.840 -31.508 15.589
C -1.785 -30.638 15.211
C -2.039 -29.578 14.412
H -3.606 -28.351 13.617
H -5.436 -29.989 13.995
H -4.942 -31.887 15.489
H -2.606 -32.373 16.262
H -0.795 -30.824 15.650
H -1.317 -28.841 14.181
C -9.907 -32.150 16.763
C -10.067 -33.469 17.205
C -9.198 -34.495 16.794
C -8.131 -34.235 15.944
C -8.007 -32.903 15.549
C -8.843 -31.890 15.916
H -10.655 -31.344 17.009
H -10.922 -33.640 17.870
H -9.313 -35.503 17.142
H -7.422 -35.008 15.604
H -7.278 -32.538 14.860
H -8.725 -30.890 15.538



137
Properties=species:S:1:pos:R:3 method="wB97M-V/def2-TZVPD" total_charge=0 lumo_energy_ev=-1.0126 smiles="CCOB(O)c1cc2c(c(B(O)CC)c1CCCCCCCCCCCCOC)C(=O)N(P(CC)CC)C2=O.CC(C)O.CC(C)O.CC(C)O.CC(C)O" gap_ev=7.1 homo_ev=-8.1147
C 1.298 5.377 6.664
C 1.840 4.020 5.980
O 1.816 4.050 4.528
B 0.700 3.279 4.004
O -0.542 3.094 4.706
C 0.935 2.662 2.504
C 1.838 1.377 2.454
C 2.168 0.650 1.131
C 1.556 1.353 -0.111
C 0.664 2.614 -0.137
B 0.131 3.171 -1.563
O -1.286 3.331 -1.902
C 1.248 3.535 -2.705
C 0.856 4.841 -3.584
C 0.307 3.302 1.205
C -0.647 4.591 1.353
C 0.127 5.923 1.800
C -0.336 6.554 3.198
C -1.920 6.563 3.461
C -2.810 7.153 2.263
C -3.733 6.087 1.501
C -4.525 5.068 2.452
C -5.793 4.438 1.661
C -6.131 2.930 2.109
C -7.679 2.533 1.799
C -7.899 0.928 1.734
C -8.473 0.442 0.291
O -7.423 0.652 -0.703
C -6.752 -0.593 -1.015
C 2.076 0.388 -1.264
O 1.955 0.414 -2.508
N 2.797 -0.772 -0.665
P 2.073 -2.374 -1.059
C 1.011 -3.021 0.363
C 0.411 -4.488 -0.011
C 3.570 -3.581 -1.095
C 3.515 -4.569 -2.362
C 3.003 -0.662 0.806
O 3.635 -1.446 1.559
H 1.794 5.500 7.700
H 1.544 6.321 6.075
H 0.166 5.339 6.877
H 1.330 3.105 6.436
H 2.951 3.944 6.289
H -1.080 2.535 4.097
H 2.268 0.960 3.424
H -1.374 4.310 -2.011
H 2.246 3.738 -2.184
H 1.374 2.677 -3.471
H 0.436 5.706 -2.970
H 1.849 5.207 -4.050
H 0.194 4.563 -4.482
H -1.483 4.263 2.071
H -1.189 4.844 0.364
H 0.116 6.766 1.026
H 1.242 5.631 1.918
H -0.007 7.665 3.176
H 0.166 6.107 4.122
H -2.090 7.264 4.366
H -2.213 5.521 3.818
H -2.158 7.720 1.517
H -3.528 7.941 2.713
H -3.206 5.470 0.701
H -4.542 6.701 0.943
H -4.785 5.470 3.486
H -3.813 4.169 2.631
H -5.502 4.374 0.544
H -6.699 5.116 1.831
H -5.498 2.150 1.549
H -5.998 2.744 3.237
H -8.051 2.945 0.802
H -8.383 2.903 2.640
H -6.908 0.350 1.883
H -8.604 0.538 2.554
H -8.817 -0.662 0.322
H -9.423 1.043 0.027
H -7.454 -1.480 -1.175
H -6.003 -0.920 -0.194
H -6.135 -0.423 -1.968
H 0.104 -2.373 0.622
H 1.654 -3.201 1.309
H 1.243 -5.252 -0.215
H -0.261 -4.465 -0.940
H -0.237 -4.917 0.836
H 3.568 -4.178 -0.105
H 4.508 -2.932 -1.098
H 3.925 -5.587 -2.026
H 4.230 -4.121 -3.150
H 2.472 -4.621 -2.815
C 2.375 -3.295 -5.612
C 0.881 -3.023 -5.525
C 0.437 -2.042 -6.599
O 0.567 -2.491 -4.239
H 2.949 -2.375 -5.462
H 2.683 -3.991 -4.831
H 2.643 -3.719 -6.584
H 0.330 -3.961 -5.633
H 0.944 -1.079 -6.482
H -0.636 -1.846 -6.519
H 0.648 -2.428 -7.600
H 1.050 -1.659 -4.132
C 7.061 -8.233 0.410
C 6.354 -7.158 -0.401
C 7.046 -5.812 -0.262
O 5.003 -7.040 0.041
H 7.059 -7.982 1.475
H 6.544 -9.192 0.310
H 8.096 -8.358 0.082
H 6.327 -7.451 -1.455
H 7.043 -5.477 0.780
H 6.520 -5.049 -0.840
H 8.082 -5.862 -0.609
H 5.016 -6.780 0.972
C -6.055 -5.764 -2.908
C -7.065 -4.669 -2.601
C -8.057 -4.496 -3.741
O -6.379 -3.439 -2.379
H -5.473 -5.518 -3.802
H -5.342 -5.869 -2.086
H -6.551 -6.725 -3.067
H -7.603 -4.912 -1.680
H -7.544 -4.207 -4.664
H -8.769 -3.699 -3.512
H -8.612 -5.419 -3.925
H -5.900 -3.214 -3.188
C 8.444 -1.424 1.941
C 8.388 -2.396 0.774
C 8.930 -1.764 -0.499
O 7.040 -2.807 0.562
H 7.833 -0.538 1.741
H 8.041 -1.887 2.846
H 9.470 -1.103 2.140
H 8.968 -3.293 1.014
H 8.335 -0.890 -0.784
H 8.873 -2.470 -1.332
H 9.970 -1.453 -0.374
H 6.519 -2.021 0.349